[1]
{"formula": "C25H36MnNO2", "method": "ωB97M-V/def2-TZVPD", "symbols": ["O", "C", "C", "H", "H", "C", "H", "H", "C", "H", "H", "H", "C", "H", "H", "H", "Mn", "C", "C", "C", "H", "C", "C", "H", "H", "H", "H", "C", "C", "C", "H", "C", "C", "H", "H", "H", "H", "O", "C", "C", "H", "H", "C", "H", "H", "C", "H", "H", "H", "H", "C", "C", "C", "C", "C", "C", "N", "H", "H", "H", "H", "H", "H", "H", "H"], "xyz": [[-0.788, 3.916, -3.981], [0.379, 4.038, -4.894], [-0.274, 4.911, -5.934], [0.655, 3.069, -5.313], [1.246, 4.459, -4.370], [-1.497, 4.770, -4.988], [-0.344, 4.410, -6.909], [0.265, 5.859, -5.979], [-2.674, 4.023, -5.629], [-2.369, 3.142, -6.217], [-3.284, 4.653, -6.298], [-3.378, 3.699, -4.847], [-2.011, 6.051, -4.328], [-1.193, 6.621, -3.874], [-2.721, 5.778, -3.529], [-2.547, 6.720, -5.024], [-0.445, 0.810, -0.486], [-0.350, 1.453, 1.638], [0.783, 0.672, 1.277], [1.436, 1.298, 0.146], [1.170, -0.159, 1.849], [0.696, 2.530, -0.146], [-0.481, 2.530, 0.691], [-1.217, 3.332, 0.656], [-0.953, 1.327, 2.529], [2.390, 0.962, -0.273], [1.005, 3.310, -0.850], [-1.947, -0.560, -0.016], [-2.467, 0.783, -0.207], [-2.181, 1.170, -1.576], [-2.987, 1.390, 0.530], [-1.571, 0.033, -2.240], [-1.414, -1.010, -1.281], [-1.090, -2.027, -1.500], [-1.986, -1.147, 0.895], [-2.472, 2.075, -2.107], [-1.236, -0.042, -3.287], [1.737, 1.234, -5.050], [1.304, 1.574, -3.659], [2.419, 2.321, -2.908], [1.086, 0.612, -3.137], [0.394, 2.220, -3.621], [3.641, 2.173, -3.823], [2.608, 1.935, -1.908], [2.128, 3.367, -2.761], [3.181, 1.251, -4.989], [4.580, 1.874, -3.334], [3.859, 3.187, -4.214], [3.578, 0.222, -4.861], [3.554, 1.684, -5.932], [0.043, -2.783, 1.865], [1.012, -2.689, 0.756], [1.975, -3.698, 0.422], [2.627, -3.253, -0.739], [2.062, -1.976, -1.039], [2.476, -1.129, -2.150], [1.075, -1.669, -0.151], [0.306, -3.650, 2.502], [-0.975, -2.935, 1.456], [0.027, -1.875, 2.501], [2.093, -4.599, 1.011], [3.386, -3.733, -1.342], [2.772, -0.125, -1.820], [3.327, -1.610, -2.642], [1.695, -1.026, -2.912]], "mulliken_charge": [-0.3992, -0.1331, -0.9229, 0.2675, 0.1930, 1.5276, 0.3233, 0.3079, -1.6883, 0.3687, 0.4054, 0.3294, -1.6870, 0.3733, 0.3449, 0.3855, 0.9471, -0.1620, -0.8144, -1.3765, 0.8580, 0.0769, -1.2704, 0.5019, 0.4558, 1.0002, 0.3660, -0.0770, -0.9256, -0.2492, 0.5116, -1.1287, -0.3211, 0.5413, 0.3036, 0.5422, 0.5743, -0.5353, 2.3469, -0.0914, -2.0475, -0.2612, -0.9844, 0.0313, 0.3736, -0.5654, 0.3642, 0.2785, 0.2604, 0.3911, -1.1708, 0.5837, -0.8984, -1.1038, 0.2968, -0.4737, 0.3778, 0.3956, 0.1845, 0.2661, 0.4726, 0.4868, -0.1420, 0.4794, 0.3345], "spin_multiplicity": 5, "s_squared": 6.078, "homo_ev": [-5.456, -6.907], "gap_ev": [6.21, 5.17], "e_tot_ha": -2330.184538}

[2]
{"formula": "C25H36N5O3S4Tb", "method": "ωB97M-V/def2-TZVPD", "symbols": ["Tb", "C", "C", "S", "C", "C", "S", "C", "C", "S", "C", "C", "S", "H", "H", "H", "H", "H", "H", "H", "H", "H", "H", "H", "H", "H", "H", "H", "H", "C", "C", "N", "O", "C", "C", "N", "O", "H", "H", "H", "H", "H", "H", "H", "C", "C", "C", "C", "C", "N", "C", "O", "N", "C", "C", "C", "C", "N", "C", "C", "C", "H", "H", "H", "H", "H", "H", "H", "H", "H", "H", "H", "H", "H"], "xyz": [[-1.101, -0.434, 1.015], [-3.786, 0.634, 3.667], [-3.912, -0.877, 3.717], [-2.404, -1.840, 3.332], [-1.373, -1.716, 4.850], [-0.585, -0.431, 5.015], [0.535, -0.101, 3.586], [0.840, 1.695, 3.866], [1.175, 2.461, 2.598], [0.099, 2.174, 1.132], [-1.384, 3.224, 1.380], [-2.387, 2.784, 2.432], [-3.243, 1.207, 1.994], [-3.093, 1.017, 4.414], [-4.769, 1.070, 3.859], [-4.631, -1.218, 2.969], [-4.264, -1.195, 4.698], [-0.701, -2.573, 4.789], [-2.035, -1.862, 5.705], [0.042, -0.513, 5.906], [-1.249, 0.426, 5.131], [1.682, 1.768, 4.557], [-0.048, 2.099, 4.350], [2.163, 2.178, 2.232], [1.187, 3.530, 2.812], [-1.842, 3.230, 0.388], [-1.037, 4.232, 1.611], [-3.164, 3.549, 2.516], [-1.916, 2.655, 3.405], [-2.817, -3.847, -2.226], [-2.521, -2.756, -1.273], [-2.241, -2.905, -0.016], [-2.170, -4.233, 0.409], [-2.572, -1.329, -1.643], [-3.554, -0.785, -2.619], [-1.723, -0.679, -0.929], [-1.718, 0.611, -0.618], [-2.081, -4.641, -2.112], [-2.820, -3.488, -3.251], [-3.786, -4.286, -1.993], [-2.215, -4.225, 1.377], [-4.560, -1.124, -2.370], [-3.320, -1.137, -3.624], [-3.519, 0.303, -2.614], [3.035, 4.791, -5.647], [3.076, 3.531, -4.844], [3.384, 2.315, -5.443], [3.417, 1.139, -4.718], [3.144, 1.168, -3.357], [3.183, 0.014, -2.538], [3.393, -1.258, -2.937], [3.557, -1.668, -4.053], [3.473, -2.197, -1.855], [2.668, -2.396, -0.781], [2.911, -3.504, 0.056], [2.098, -3.727, 1.141], [1.053, -2.849, 1.401], [0.798, -1.787, 0.625], [1.581, -1.572, -0.440], [2.827, 2.375, -2.743], [2.796, 3.541, -3.483], [3.688, 4.719, -6.511], [3.335, 5.646, -5.047], [2.021, 4.970, -6.007], [3.610, 2.287, -6.497], [3.667, 0.212, -5.204], [3.211, 0.209, -1.548], [4.032, -2.999, -2.123], [3.727, -4.174, -0.165], [2.263, -4.571, 1.787], [0.397, -3.008, 2.251], [1.303, -0.731, -1.074], [2.616, 2.398, -1.680], [2.555, 4.472, -2.992]], "mulliken_charge": [0.1970, -0.5953, -0.9993, 0.1282, -1.0107, -0.5491, 0.0571, -0.7786, -0.9634, 0.1694, -1.0399, -0.4476, 0.0728, 0.2899, 0.4703, 0.4601, 0.4883, 0.4073, 0.5443, 0.4801, 0.2289, 0.5139, 0.4128, 0.4485, 0.5147, 0.4123, 0.5881, 0.4749, 0.1578, -1.3187, 0.5753, 0.1899, -0.4417, 0.3424, -1.4740, 0.2877, -0.5094, 0.4033, 0.3856, 0.3248, 0.3709, 0.3845, 0.3915, 0.3569, -1.4085, 0.7289, -0.7830, -0.4237, 0.7920, -0.1517, 0.2772, -0.6013, -0.1212, 0.0590, -0.6556, -1.0684, -0.0611, 0.3136, -0.3051, -0.4806, -1.0061, 0.3839, 0.3734, 0.2798, 0.3888, 0.5114, 0.3089, 0.2897, 0.4177, 0.4964, 0.2914, 1.0855, 0.2831, 0.3837], "spin_multiplicity": 7, "total_charge": 2, "s_squared": 12.691, "homo_ev": [-12.159, -12.159], "gap_ev": [6.39, 6.55], "e_tot_ha": -3890.482978}

[3]
{"formula": "C25H36O8P2", "method": "ωB97M-V/def2-TZVPD", "symbols": ["C", "C", "P", "C", "P", "C", "C", "C", "C", "C", "C", "C", "C", "C", "C", "H", "H", "H", "H", "H", "H", "H", "H", "H", "H", "H", "H", "H", "H", "H", "H", "H", "H", "H", "H", "H", "H", "H", "H", "H", "H", "H", "H", "C", "C", "C", "O", "C", "C", "C", "O", "O", "O", "H", "H", "H", "H", "C", "C", "C", "O", "C", "C", "C", "O", "O", "O", "H", "H", "H", "H"], "xyz": [[4.537, 1.516, -0.958], [4.503, -0.026, -1.381], [3.642, -0.347, -3.041], [4.878, -0.129, -4.469], [3.216, -2.498, -3.040], [1.395, -2.811, -3.469], [0.384, -2.476, -2.257], [-1.059, -2.093, -2.872], [-1.705, -3.403, -3.589], [-2.111, -1.623, -1.785], [-2.031, -0.094, -1.344], [-1.478, 0.910, -2.430], [-2.201, 1.451, -3.499], [-3.709, 1.101, -3.841], [-1.487, 2.531, -4.452], [5.633, 1.845, -0.996], [3.900, 2.194, -1.601], [4.253, 1.569, 0.149], [3.914, -0.620, -0.599], [5.550, -0.458, -1.418], [4.471, -0.486, -5.466], [5.816, -0.755, -4.265], [5.228, 0.939, -4.604], [3.371, -2.939, -1.679], [1.069, -2.322, -4.435], [1.314, -3.943, -3.629], [0.202, -3.418, -1.629], [0.777, -1.684, -1.550], [-0.863, -1.364, -3.714], [-0.927, -4.142, -3.940], [-2.417, -3.843, -2.823], [-2.348, -2.995, -4.442], [-3.151, -1.864, -2.166], [-1.909, -2.245, -0.842], [-1.421, -0.001, -0.395], [-3.098, 0.228, -1.079], [-0.373, 1.187, -2.356], [-4.388, 2.018, -3.846], [-3.825, 0.631, -4.879], [-4.087, 0.426, -3.013], [-0.715, 3.128, -3.872], [-1.046, 1.946, -5.320], [-2.280, 3.254, -4.830], [1.923, 2.803, 1.901], [1.981, 3.096, 3.201], [0.746, 3.201, 4.031], [0.841, 3.452, 5.219], [-0.545, 2.999, 3.369], [-0.603, 2.709, 2.069], [0.631, 2.577, 1.246], [0.536, 2.293, 0.066], [-1.793, 2.521, 1.439], [3.167, 3.311, 3.825], [2.811, 2.722, 1.288], [-1.432, 3.095, 3.976], [-1.568, 2.323, 0.508], [2.940, 3.502, 4.755], [-1.166, -0.491, 6.769], [-1.510, -1.654, 7.327], [-2.436, -2.602, 6.643], [-2.711, -3.662, 7.176], [-2.986, -2.209, 5.343], [-2.645, -1.045, 4.786], [-1.698, -0.109, 5.458], [-1.397, 0.936, 4.909], [-3.146, -0.663, 3.584], [-1.030, -2.023, 8.540], [-0.494, 0.205, 7.253], [-3.670, -2.897, 4.865], [-2.748, 0.210, 3.401], [-1.424, -2.898, 8.719]], "mulliken_charge": [-0.7261, -0.6752, 0.2041, -1.0615, -0.2237, -0.7541, -0.6193, 0.6425, -1.3123, -0.9574, -0.8512, -0.4088, 0.9388, -1.1614, -1.0935, 0.2853, 0.3404, 0.0467, 0.3540, 0.4212, 0.3147, 0.2971, 0.3280, 0.0372, 0.3707, 0.3688, 0.2731, 0.2452, 0.3222, 0.3189, 0.3213, 0.3110, 0.3424, 0.2956, 0.1682, 0.3692, 0.2082, 0.3767, 0.2552, 0.2218, 0.2987, 0.2527, 0.3371, -0.9288, 0.3011, 1.1293, -0.6417, -0.6086, 0.2412, 0.9568, -0.4986, -0.6398, -0.5813, 0.3838, 0.2800, 0.2633, 0.3353, -1.0261, 0.4192, 0.9184, -0.6056, -0.8319, 0.3106, 0.7767, -0.3628, -0.6003, -0.5652, 0.4759, 0.4316, 0.2988, 0.3459], "smiles": "CCP(C)#[PH]CC[C@@H](C)CCC=C(C)C.O=C1C=C(O)C(=O)C=C1O.O=C1C=C(O)C(=O)C=C1O", "spin_multiplicity": 1, "homo_ev": -7.454, "gap_ev": 5.75, "e_tot_ha": -2258.693642}

[4]
{"formula": "C25H37AsBrN2Si3Ti", "method": "ωB97M-V/def2-TZVPD", "symbols": ["Ti", "Br", "C", "C", "C", "C", "C", "C", "C", "C", "C", "C", "H", "H", "H", "H", "H", "H", "N", "C", "C", "C", "C", "N", "C", "C", "H", "H", "H", "H", "C", "Si", "C", "C", "As", "Si", "C", "C", "C", "Si", "C", "C", "C", "H", "H", "H", "H", "H", "H", "H", "H", "H", "H", "H", "H", "H", "H", "H", "H", "H", "H", "H", "H", "H", "H", "H", "H", "H", "H", "H"], "xyz": [[1.096, -0.369, -0.253], [3.691, -0.933, -0.666], [4.047, -0.648, 1.205], [5.345, -0.563, 1.622], [5.595, -0.423, 2.999], [4.553, -0.382, 3.885], [3.214, -0.468, 3.437], [2.134, -0.451, 4.350], [0.828, -0.565, 3.929], [0.546, -0.684, 2.569], [1.566, -0.677, 1.602], [2.932, -0.598, 2.053], [6.167, -0.615, 0.920], [6.618, -0.362, 3.345], [4.743, -0.290, 4.947], [2.353, -0.360, 5.407], [0.022, -0.570, 4.650], [-0.489, -0.785, 2.267], [2.158, 6.992, -0.542], [2.006, 5.856, -0.493], [1.819, 4.438, -0.431], [2.404, 3.604, -1.384], [2.198, 2.247, -1.287], [1.453, 1.692, -0.306], [0.899, 2.504, 0.620], [1.054, 3.871, 0.589], [3.011, 4.007, -2.182], [2.649, 1.577, -2.006], [0.326, 2.026, 1.403], [0.594, 4.488, 1.348], [-3.684, -0.754, 2.002], [-3.529, 0.232, 0.438], [-3.392, 2.061, 0.708], [-4.700, -0.271, -0.905], [-1.329, -0.424, -0.504], [-0.989, -2.865, -0.524], [0.707, -3.019, -1.332], [-2.329, -3.616, -1.557], [-0.965, -3.522, 1.209], [-1.015, 0.355, -2.809], [0.751, -0.134, -3.292], [-2.197, -0.468, -3.972], [-1.254, 2.191, -2.693], [-4.668, -0.524, 2.424], [-2.945, -0.477, 2.755], [-3.659, -1.831, 1.842], [-4.328, 2.396, 1.166], [-3.269, 2.624, -0.218], [-2.589, 2.327, 1.397], [-5.706, -0.024, -0.548], [-4.688, -1.339, -1.122], [-4.551, 0.282, -1.833], [0.690, -2.865, -2.411], [1.037, -4.048, -1.147], [1.583, -2.474, -0.929], [-2.505, -3.140, -2.518], [-3.265, -3.635, -0.997], [-2.051, -4.658, -1.747], [-0.042, -3.296, 1.744], [-1.034, -4.612, 1.123], [-1.811, -3.202, 1.816], [0.733, -1.041, -3.898], [1.514, -0.346, -2.520], [1.196, 0.660, -3.898], [-2.152, -1.555, -3.970], [-1.927, -0.138, -4.981], [-3.227, -0.155, -3.800], [-0.634, 2.682, -1.941], [-2.297, 2.435, -2.488], [-1.012, 2.630, -3.666]], "mulliken_charge": [-1.5017, -0.0453, 0.9603, -0.8077, -0.7250, -1.0277, 0.8670, -0.7766, -1.1812, -0.5369, 1.5049, 0.6412, 0.4786, 0.4523, 0.4798, 0.4721, 0.5119, 0.2760, -0.2813, -0.4561, 0.5974, -0.8681, -0.3525, 0.7918, -0.3350, -0.7299, 0.5991, 0.4896, 0.4089, 0.5827, -0.9300, 0.1296, -0.9485, -0.8951, 0.6035, 0.4225, -1.1149, -0.9938, -0.9005, 0.5030, -0.8741, -1.1087, -0.8966, 0.4566, 0.2953, 0.2685, 0.4495, 0.3038, 0.3068, 0.4335, 0.3048, 0.2685, 0.3077, 0.5520, 0.3932, 0.2711, 0.3111, 0.4207, 0.2961, 0.4680, 0.2668, 0.4347, 0.0841, 0.5728, 0.3530, 0.4068, 0.3061, 0.2007, 0.3246, 0.4583], "spin_multiplicity": 1, "relative_energy_kj_mol": 0.0, "total_charge": 3, "homo_ev": -17.223, "gap_ev": 6.37, "e_tot_ha": -7611.185327}